No. 1
# C6H8N

C6H8N as an isolated structure (wB97M-V/def2-TZVPD, the Open Molecules 2025 dataset).

```
15
Properties=species:S:1:pos:R:3:forces:R:3
N -0.555 -0.133 -0.480 -1.2 -2.2 -0.5
C 1.820 -0.875 -0.076 1.2 -1.6 0.1
C 0.708 0.089 0.255 1.1 0.9 3.2
C 2.477 1.051 0.036 -4.4 2.4 0.5
C -1.552 0.879 -0.102 0.8 0.1 3.0
C 3.029 -0.234 -0.179 0.1 0.9 1.0
C 1.249 1.513 0.095 3.9 -0.9 -0.5
H -0.859 -1.153 -0.252 0.5 2.0 -1.0
H 0.463 0.232 1.891 0.5 -0.9 -4.5
H -0.464 0.071 -1.529 0.5 -1.2 1.5
H -2.447 0.914 -0.657 -1.1 -0.7 -0.3
H -0.978 1.699 -0.356 0.5 2.5 -0.5
H 1.791 -1.953 -0.100 -0.5 -0.3 0.2
H -1.563 0.948 1.033 -0.8 -0.4 -1.5
H 4.122 -0.416 -0.050 -1.3 -0.7 -0.7
```
Forces are in eV/Å.

Relative energy (zero: lowest compared OMol25 entry of this formula, charge and spin)   9.566 eV
Net charge   +1
Frontier orbital gap   8.4 eV
Maximum force   4.98 eV Å⁻¹
LUMO energy   -5.07 eV
HOMO level   -13.511 eV



No. 2
# C6H8N

An isolated ion of composition C6H8N and charge +1 (wB97M-V/def2-TZVPD, the Open Molecules 2025 dataset).

```
15
Properties=species:S:1:pos:R:3:forces:R:3
N -1.109 0.093 -0.975 1.3 1.8 -1.8
C -0.284 -0.507 0.183 -1.4 2.7 3.0
C -0.558 1.434 -0.618 -2.5 -0.9 -3.1
C 1.519 0.669 0.737 0.7 -1.6 -2.4
C 0.109 0.943 0.472 1.0 -1.7 5.2
C -1.785 -0.702 0.054 2.4 -2.9 -0.3
C 1.188 -0.861 0.355 0.7 -2.2 -0.1
H 2.222 1.184 0.074 0.0 -0.2 0.0
H 1.664 -1.315 -0.560 -0.3 0.8 0.8
H 1.281 -1.671 1.155 0.1 1.3 -0.8
H -1.989 -1.710 -0.329 -0.2 0.5 -0.1
H -2.545 -0.360 0.711 -0.2 1.1 0.3
H 1.891 0.781 1.716 0.1 0.1 1.4
H -0.796 -0.271 -1.851 -1.0 -0.5 -1.2
H -0.808 2.294 -1.122 -0.7 1.8 -0.9
```
Forces are in eV/Å.

Relative energy (zero: lowest compared OMol25 entry of this formula, charge and spin)   3.307 eV
Net charge   +1
⟨S²⟩   2.006
Frontier orbital gap (spin up / spin down)   8.4 / 9.0 eV
Spin multiplicity   3
Maximum force   5.55 eV Å⁻¹
LUMO energy (spin up / spin down)   -3.09 / -6.63 eV
HOMO level (spin up / spin down)   -11.499 / -15.626 eV



No. 3
# C6H8N2

One molecule with the formula C6H8N2 (wB97M-V/def2-TZVPD, the Open Molecules 2025 dataset).

```
16
Properties=species:S:1:pos:R:3:forces:R:3
N -0.230 0.416 1.214 -1.2 0.7 -0.1
N -0.691 -2.845 2.198 0.3 1.3 -1.1
C -0.624 -1.954 1.456 -0.5 -1.1 0.9
C 0.336 1.420 -1.000 0.7 -2.6 -1.7
C -0.610 -0.824 0.506 0.7 1.3 -0.3
C -0.319 1.619 0.334 0.6 -1.0 0.4
C 0.446 -1.041 -0.592 -0.8 -1.0 -1.0
C 0.692 0.163 -1.470 -1.1 2.9 1.9
H 0.517 2.285 -1.638 -0.1 -0.1 0.2
H 0.132 -1.890 -1.210 0.1 0.0 -0.1
H 0.168 2.468 0.824 -0.2 -0.2 0.2
H -1.638 -0.680 0.089 0.8 -0.2 0.3
H 1.354 -1.365 -0.113 0.5 -0.1 0.2
H -1.375 1.861 0.214 -0.1 0.1 0.0
H 0.680 0.306 1.627 0.3 0.1 0.0
H 1.162 0.061 -2.441 0.0 -0.1 0.1
```
Forces are in eV/Å.

Relative energy (zero: lowest compared OMol25 entry of this formula, charge and spin)   1.046 eV
Frontier orbital gap   10.2 eV
SMILES   N#C[C@@H]1CC=CCN1
Maximum force   3.63 eV Å⁻¹
LUMO energy   0.80 eV
HOMO level   -9.367 eV



No. 4
# C6H8N2

C6H8N2 as an isolated structure (wB97M-V/def2-TZVPD, the Open Molecules 2025 dataset).

```
16
Properties=species:S:1:pos:R:3:forces:R:3
N -0.858 0.780 -0.201 1.0 -3.8 -1.2
N 2.385 -0.849 -0.071 0.9 -5.4 0.0
C -1.098 -1.332 -0.213 -3.9 -1.9 1.9
C 1.243 1.476 -0.170 0.6 -0.2 1.4
C -0.119 1.836 -0.111 1.8 3.8 0.7
C -2.039 0.000 0.103 1.6 -1.1 4.3
C 1.310 0.004 -0.029 -3.2 1.5 -1.4
C -0.062 -0.383 -0.246 4.2 4.1 -0.8
H -0.895 -1.994 0.644 -0.8 0.1 0.3
H 3.239 -0.875 0.660 -3.3 0.1 -2.0
H 1.863 -1.980 -0.325 2.9 4.5 1.5
H -2.878 0.302 -0.491 -0.9 -0.3 0.2
H -1.627 -2.033 -0.893 1.2 0.8 -0.8
H -0.528 2.846 0.121 0.4 -0.9 -0.6
H -2.057 -0.010 1.353 -1.1 0.2 -3.4
H 2.121 2.212 -0.131 -1.6 -1.4 0.0
```
Forces are in eV/Å.

Relative energy (zero: lowest compared OMol25 entry of this formula, charge and spin)   4.741 eV
Frontier orbital gap   8.0 eV
Maximum force   5.96 eV Å⁻¹
LUMO energy   0.87 eV
HOMO level   -7.137 eV



No. 5
# C6H8N2O

One molecule with the formula C6H8N2O (wB97M-V/def2-TZVPD, the Open Molecules 2025 dataset).

```
17
Properties=species:S:1:pos:R:3:forces:R:3
O -2.991 0.450 -0.469 2.8 -1.7 2.1
N 1.369 -1.006 -0.317 -1.4 -4.8 -0.4
N -0.900 -0.225 -0.915 1.7 -1.3 -0.4
C -1.630 -0.345 1.420 -1.8 9.6 2.2
C -1.919 -0.014 0.001 -4.7 2.1 -1.1
C 2.535 -0.494 0.144 0.6 -0.6 0.4
C 2.419 0.837 0.304 1.8 3.1 0.0
C 1.069 1.181 -0.169 0.9 -0.2 1.3
C 0.409 -0.022 -0.436 1.6 1.3 -0.6
H 3.289 -1.197 0.405 0.7 -0.1 0.0
H -0.615 0.271 1.719 -2.7 -0.9 -0.6
H -2.433 -0.192 2.274 1.4 0.2 -2.3
H 0.706 2.207 -0.056 -0.3 -0.7 -0.5
H 3.397 1.610 0.612 -3.5 -2.5 -0.9
H -1.274 -1.187 1.569 3.1 -8.6 0.8
H 1.270 -2.167 -0.436 0.0 4.7 0.4
H -0.989 -1.174 -1.287 -0.2 0.5 -0.4
```
Forces are in eV/Å.

Relative energy (zero: lowest compared OMol25 entry of this formula, charge and spin)   2.967 eV
Frontier orbital gap   8.6 eV
SMILES   CC(=O)Nc1ccc[nH]1
Maximum force   10.02 eV Å⁻¹
LUMO energy   0.39 eV
HOMO level   -8.206 eV



No. 6
# C6H8N2O

A 2-piece molecular cluster, C6H8N2O overall (wB97M-V/def2-TZVPD, the Open Molecules 2025 dataset).

```
17
Properties=species:S:1:pos:R:3:forces:R:3
O 2.933 0.482 -0.308 2.5 0.8 -0.9
N -0.006 -1.090 0.250 0.0 -0.1 1.9
N 0.850 -0.018 0.232 -0.7 -0.3 -0.7
C 2.038 -0.297 -0.365 -1.0 -0.5 0.4
C -2.068 0.157 0.425 -0.9 0.6 -0.1
C 0.720 1.268 0.804 -3.1 1.9 1.3
C 1.858 -1.652 -0.947 -2.9 1.2 0.1
C 0.576 -2.079 -0.264 1.1 0.8 -1.7
C -2.357 0.681 -0.627 0.4 -1.4 2.6
H 0.224 2.046 0.152 0.7 -1.0 0.1
H 2.566 -2.319 -0.790 3.8 -2.8 1.0
H 0.192 -3.058 -0.228 -0.7 -0.9 -0.2
H 1.791 -1.605 -2.014 -0.5 0.2 -0.8
H 0.070 1.388 1.750 1.2 -0.9 -1.2
H -2.753 0.922 -1.543 -0.4 0.7 -1.5
H 1.727 1.526 0.986 0.8 0.8 0.5
H -1.783 -0.318 1.364 -0.5 0.7 -0.9
```
Forces are in eV/Å.

Relative energy (zero: lowest compared OMol25 entry of this formula, charge and spin)   4.352 eV
Frontier orbital gap   9.8 eV
SMILES   CN1N=CCC1=O.C#C
Maximum force   4.86 eV Å⁻¹
LUMO energy   0.88 eV
HOMO level   -8.965 eV



No. 7
# C6H8N2O

C6H8N2O as an isolated structure (wB97M-V/def2-TZVPD, the Open Molecules 2025 dataset).

```
17
Properties=species:S:1:pos:R:3:forces:R:3
O 2.110 1.626 -0.893 -0.3 -1.6 1.3
N -0.912 -0.385 -1.690 -0.1 0.2 0.4
N 2.975 -1.374 0.783 0.0 -0.1 -0.2
C 1.788 0.692 -0.208 -3.2 0.5 -0.1
C -0.676 1.815 0.264 -1.4 -1.0 -1.5
C -0.585 -0.652 -0.486 0.4 -0.4 0.0
C -0.070 0.410 0.438 3.1 2.7 0.5
C -0.811 -2.018 0.132 -1.5 2.7 2.3
C 2.518 -0.488 0.211 0.6 0.3 0.2
H -0.494 2.524 1.053 1.1 0.3 0.0
H -0.957 -2.816 -0.496 -1.0 -1.4 -2.0
H 0.077 0.260 1.546 -0.2 -0.7 -1.4
H -0.860 0.636 -1.852 0.2 -0.7 -0.1
H -1.785 1.735 0.388 0.5 -0.2 -0.6
H -0.456 2.174 -0.792 -0.2 0.1 1.6
H -0.103 -2.415 0.837 0.7 0.6 0.5
H -1.757 -1.725 0.766 1.4 -1.2 -1.0
```
Forces are in eV/Å.

Relative energy (zero: lowest compared OMol25 entry of this formula, charge and spin)   3.082 eV
Frontier orbital gap   9.1 eV
Maximum force   4.12 eV Å⁻¹
LUMO energy   -0.80 eV
HOMO level   -9.900 eV



No. 8
# C6H8N2O

C6H8N2O as an isolated structure (wB97M-V/def2-TZVPD, the Open Molecules 2025 dataset).

```
17
Properties=species:S:1:pos:R:3:forces:R:3
O -1.457 1.788 -0.516 6.1 -2.5 3.0
N 3.801 -0.161 0.216 -0.8 0.2 0.1
N 0.832 1.999 0.367 3.4 4.4 -1.4
C 2.681 -0.284 -0.045 -0.2 0.0 -1.1
C 0.157 -0.116 -0.422 -2.0 -2.9 -0.2
C -0.290 1.283 -0.101 -1.1 3.4 -3.2
C -1.261 -0.923 -0.583 2.6 0.5 -1.3
C -1.817 -1.041 0.865 -1.0 -0.4 1.2
C 1.381 -0.705 -0.583 -0.6 1.3 1.5
H -1.292 -2.347 1.163 -2.2 4.4 -0.1
H -1.636 -0.249 -1.447 -0.8 -1.4 1.9
H -1.144 -2.018 -0.895 0.1 1.8 -0.1
H 1.494 -1.697 -0.991 -0.5 -0.2 0.0
H 0.797 3.111 0.434 -0.9 -3.3 -0.1
H -3.312 -0.844 0.841 4.9 -0.8 0.5
H -1.103 0.158 1.913 -1.9 -3.2 -2.6
H 2.172 2.046 -0.216 -5.2 -1.2 1.9
```
Forces are in eV/Å.

Relative energy (zero: lowest compared OMol25 entry of this formula, charge and spin)   10.257 eV
Frontier orbital gap   9.1 eV
Maximum force   7.20 eV Å⁻¹
LUMO energy   -1.24 eV
HOMO level   -10.320 eV



No. 9
# C6H8N2O

C6H8N2O as an isolated structure (wB97M-V/def2-TZVPD, the Open Molecules 2025 dataset).

```
17
Properties=species:S:1:pos:R:3:forces:R:3
O 1.179 -2.381 0.098 0.0 -0.1 0.0
N -0.553 -0.806 -0.074 -0.4 0.2 -0.1
N 1.885 1.477 -1.043 0.4 0.6 -0.9
C -1.071 1.531 0.610 0.1 0.0 0.0
C 0.680 -1.304 0.235 0.5 -0.2 0.2
C -1.715 -1.393 -0.681 0.0 -0.2 -0.2
C 2.132 0.749 -0.056 0.1 -0.1 0.3
C 1.113 0.071 0.807 0.0 0.1 -0.1
C -0.307 0.464 0.468 -0.3 -0.1 0.4
H -1.963 -2.329 -0.179 0.0 0.1 0.0
H 3.174 0.567 0.187 0.1 -0.1 0.1
H -1.535 -1.602 -1.739 -0.1 0.0 0.1
H -2.087 1.554 0.267 -0.3 -0.1 -0.1
H 0.897 1.622 -1.245 -0.1 -0.1 0.3
H 1.403 0.058 1.856 -0.1 0.0 0.0
H -0.687 2.420 1.075 0.1 0.2 0.1
H -2.546 -0.698 -0.587 0.0 0.0 0.0
```
Forces are in eV/Å.

Relative energy (zero: lowest compared OMol25 entry of this formula, charge and spin)   1.315 eV
Frontier orbital gap   9.9 eV
Maximum force   1.17 eV Å⁻¹
LUMO energy   0.74 eV
HOMO level   -9.118 eV



No. 10
# C6H8N2O12S3Zn

C6H8N2O12S3Zn as an isolated structure (wB97M-V/def2-TZVPD, the Open Molecules 2025 dataset).

```
32
Properties=species:S:1:pos:R:3:forces:R:3
Zn -1.787 7.728 -23.959 0.7 0.3 0.3
S -2.582 7.337 -26.462 1.4 2.3 1.0
S 1.023 6.550 -22.457 1.1 2.3 -1.2
S -1.438 10.109 -22.829 1.1 0.1 -1.3
O -0.177 6.835 -23.294 0.3 -1.1 0.2
O -1.142 9.574 -24.183 1.4 1.7 -1.6
O -2.223 11.344 -22.951 -1.3 0.4 0.4
O 0.596 5.840 -21.256 -1.3 -1.8 2.1
O 1.653 7.814 -22.078 0.5 -0.2 0.0
O -1.225 7.154 -25.839 0.1 -1.5 -1.4
O -0.227 10.408 -22.080 0.2 0.0 0.8
O 1.935 5.668 -23.204 0.4 -0.4 -0.5
O -3.255 6.077 -26.772 -0.5 -0.9 -0.4
O -2.168 8.898 -22.345 -1.6 0.2 2.7
O -2.453 8.232 -27.630 -0.6 -0.6 -0.4
O -3.257 8.056 -25.318 -1.9 -0.3 -0.9
N -3.020 6.058 -23.279 -0.4 -0.3 0.2
N -0.555 3.787 -22.666 0.5 -0.9 -1.3
C -1.236 2.592 -24.408 -0.2 0.1 -1.1
C -0.930 3.873 -23.989 0.0 0.3 1.2
C -3.624 5.131 -23.562 -0.5 -0.2 0.3
C -0.950 1.690 -23.380 1.0 0.2 1.5
C -4.376 3.922 -23.892 0.4 0.2 -0.2
C -0.410 2.471 -22.346 -1.3 0.3 0.6
H -0.067 2.289 -21.334 -0.1 -0.5 -0.1
H -4.776 3.415 -23.015 0.1 0.2 0.2
H -1.570 2.243 -25.377 0.0 0.5 -0.2
H -0.903 4.863 -24.428 -0.2 -0.1 -0.3
H -1.090 0.618 -23.394 0.2 -0.1 0.0
H -0.259 4.588 -22.044 0.4 0.1 -0.3
H -5.188 4.182 -24.569 0.1 -0.1 -0.2
H -3.637 3.265 -24.356 -0.2 -0.1 -0.2
```
Forces are in eV/Å.

Relative energy (zero: lowest compared OMol25 entry of this formula, charge and spin)   0.993 eV
Net charge   -4
Frontier orbital gap   4.5 eV
Maximum force   3.18 eV Å⁻¹
LUMO energy   8.65 eV
HOMO level   4.160 eV



Please write out number 8 again, unchanged.
# C6H8N2O

C6H8N2O as an isolated structure (wB97M-V/def2-TZVPD, the Open Molecules 2025 dataset).

```
17
Properties=species:S:1:pos:R:3:forces:R:3
O -1.457 1.788 -0.516 6.1 -2.5 3.0
N 3.801 -0.161 0.216 -0.8 0.2 0.1
N 0.832 1.999 0.367 3.4 4.4 -1.4
C 2.681 -0.284 -0.045 -0.2 0.0 -1.1
C 0.157 -0.116 -0.422 -2.0 -2.9 -0.2
C -0.290 1.283 -0.101 -1.1 3.4 -3.2
C -1.261 -0.923 -0.583 2.6 0.5 -1.3
C -1.817 -1.041 0.865 -1.0 -0.4 1.2
C 1.381 -0.705 -0.583 -0.6 1.3 1.5
H -1.292 -2.347 1.163 -2.2 4.4 -0.1
H -1.636 -0.249 -1.447 -0.8 -1.4 1.9
H -1.144 -2.018 -0.895 0.1 1.8 -0.1
H 1.494 -1.697 -0.991 -0.5 -0.2 0.0
H 0.797 3.111 0.434 -0.9 -3.3 -0.1
H -3.312 -0.844 0.841 4.9 -0.8 0.5
H -1.103 0.158 1.913 -1.9 -3.2 -2.6
H 2.172 2.046 -0.216 -5.2 -1.2 1.9
```
Forces are in eV/Å.

Relative energy (zero: lowest compared OMol25 entry of this formula, charge and spin)   10.257 eV
Frontier orbital gap   9.1 eV
Maximum force   7.20 eV Å⁻¹
LUMO energy   -1.24 eV
HOMO level   -10.320 eV